{
  "formula": "C27H41N2PReSi2",
  "method": "ωB97M-V/def2-TZVPD",
  "elements": ["Re", "N", "C", "C", "N", "H", "H", "H", "H", "H", "H", "H", "H", "C", "C", "C", "C", "C", "C", "P", "C", "C", "C", "C", "C", "C", "C", "C", "C", "C", "C", "C", "H", "H", "H", "H", "H", "H", "H", "H", "H", "H", "H", "H", "H", "H", "C", "Si", "C", "C", "C", "Si", "C", "C", "C", "H", "H", "H", "H", "H", "H", "H", "H", "H", "H", "H", "H", "H", "H", "H", "H", "H", "H", "H"],
  "coordinates": [[-1.06, 0.30, 0.33], [-1.87, 0.48, 2.51], [-3.36, 0.42, 2.51], [-3.78, -0.57, 1.46], [-3.17, -0.16, 0.16], [-1.48, -0.29, 3.05], [-1.56, 1.32, 2.99], [-3.74, 1.42, 2.28], [-3.75, 0.14, 3.49], [-4.87, -0.62, 1.37], [-3.41, -1.57, 1.69], [-3.68, 0.63, -0.22], [-3.29, -0.92, -0.51], [5.45, -2.07, 3.02], [4.82, -2.12, 1.77], [3.47, -1.83, 1.67], [2.74, -1.49, 2.81], [3.37, -1.45, 4.05], [4.73, -1.73, 4.15], [0.99, -1.03, 2.73], [1.09, 0.57, 1.79], [1.10, 1.73, 2.60], [1.35, 2.97, 2.06], [1.58, 3.11, 0.68], [1.56, 2.00, -0.13], [1.32, 0.72, 0.41], [0.28, -2.14, 1.47], [0.56, -3.51, 1.58], [-0.09, -4.43, 0.78], [-1.04, -4.00, -0.15], [-1.31, -2.65, -0.28], [-0.68, -1.70, 0.54], [6.50, -2.30, 3.09], [5.39, -2.39, 0.89], [2.98, -1.89, 0.70], [2.80, -1.20, 4.94], [5.21, -1.70, 5.11], [0.95, 1.62, 3.66], [1.39, 3.84, 2.70], [1.79, 4.09, 0.26], [1.76, 2.09, -1.18], [1.51, -0.16, -0.21], [1.30, -3.84, 2.29], [0.14, -5.48, 0.87], [-1.54, -4.72, -0.79], [-1.99, -2.35, -1.06], [0.57, -1.99, -2.82], [0.20, -0.18, -3.07], [-0.70, 0.08, -4.68], [1.84, 0.71, -3.15], [-1.06, 0.43, -1.74], [-1.66, 2.22, -1.86], [-3.37, 2.29, -2.60], [-1.86, 2.85, -0.03], [-0.55, 3.44, -2.72], [1.30, -2.30, -3.58], [-0.31, -2.62, -2.95], [1.00, -2.21, -1.84], [-0.10, -0.30, -5.51], [-0.91, 1.13, -4.89], [-1.66, -0.46, -4.70], [2.31, 0.36, -4.08], [2.53, 0.43, -2.35], [1.79, 1.79, -3.22], [-1.92, -0.16, -2.10], [-4.10, 1.63, -2.13], [-3.31, 2.00, -3.66], [-3.77, 3.30, -2.56], [-2.88, 2.76, 0.34], [-1.67, 3.93, -0.13], [-1.17, 2.61, 0.80], [-0.35, 3.15, -3.75], [0.41, 3.59, -2.22], [-1.06, 4.40, -2.75]],
  "multiplicity": 4,
  "de_lowest_kcal_mol": 0.00,
  "total_charge": 2,
  "s_squared": 3.792,
  "homo_ha": [-0.511, -0.515],
  "energy_ev": -58805.5711
}